This record from OMol25 describes a 8-piece molecular cluster, C65H140F6N8O4S2 overall in a non-equilibrium geometry. The level of theory is ωB97M-V with the def2-TZVPD basis set.

Properties
* HOMO level: -15.505 eV
* orbital gap: 7.866 eV
* DFT total energy: -127703.9063 eV
* ΔE to the lowest compared entry with this formula, charge and spin: 0.0 kJ/mol

Structure (ORCA input):
```
! wB97M-V def2-TZVPD RIJCOSX def2/J DEFGRID3
* xyz 6 1
C 4.039 -1.566 -1.250
F 4.340 -2.638 -1.946
F 4.477 -1.734 0.059
F 4.593 -0.431 -1.796
S 2.186 -1.426 -1.031
O 1.666 -1.720 -2.354
O 1.805 -2.317 0.029
N 2.100 0.284 -0.647
S 0.990 0.322 0.366
O -0.231 -0.396 0.005
O 1.458 0.084 1.746
C 0.420 2.159 0.388
F -0.441 2.374 1.423
F 1.470 2.948 0.517
F -0.251 2.382 -0.663
C -6.942 1.197 6.389
C -7.844 1.463 7.613
C -9.320 1.014 7.593
N -10.070 1.156 8.895
C -11.468 0.384 8.739
C -12.663 0.974 9.646
C -12.729 2.503 9.627
C -11.344 3.108 9.924
C -10.284 2.689 8.812
C -9.265 0.670 10.110
H -6.933 0.107 6.377
H -5.960 1.670 6.413
H -7.496 1.663 5.575
H -7.749 2.512 7.894
H -7.412 0.947 8.471
H -9.370 -0.059 7.411
H -9.916 1.395 6.763
H -11.792 0.569 7.714
H -11.375 -0.699 8.821
H -13.614 0.482 9.443
H -12.528 0.665 10.683
H -13.014 2.912 8.658
H -13.501 2.822 10.326
H -11.581 4.171 9.887
H -11.008 2.879 10.935
H -10.618 3.026 7.831
H -9.321 3.131 9.065
H -9.914 0.437 10.954
H -8.683 1.541 10.411
H -8.616 -0.144 9.789
C 8.776 -1.224 -15.341
C 9.641 -1.087 -14.060
C 8.732 -0.727 -12.811
N 9.449 -0.835 -11.363
C 10.254 0.523 -11.196
C 10.884 0.602 -9.795
C 9.942 0.587 -8.636
C 9.048 -0.654 -8.770
C 8.404 -0.919 -10.190
C 10.486 -2.017 -11.337
H 9.397 -1.503 -16.193
H 8.151 -0.383 -15.638
H 7.971 -1.931 -15.140
H 10.409 -0.323 -14.184
H 10.128 -2.042 -13.859
H 7.907 -1.435 -12.739
H 8.376 0.303 -12.835
H 9.626 1.403 -11.335
H 10.968 0.526 -12.020
H 11.485 1.501 -9.661
H 11.535 -0.249 -9.593
H 9.403 1.534 -8.601
H 10.353 0.526 -7.629
H 8.209 -0.446 -8.105
H 9.617 -1.541 -8.490
H 7.653 -0.232 -10.580
H 8.101 -1.966 -10.192
H 11.335 -1.792 -11.982
H 9.932 -2.880 -11.706
H 10.889 -2.123 -10.330
C 6.704 4.931 -1.515
C 6.600 4.582 -0.043
C 7.926 4.086 0.485
N 8.005 3.642 2.028
C 6.850 2.629 2.244
C 6.953 1.716 3.514
C 8.320 1.001 3.510
C 9.401 2.029 3.469
C 9.399 2.965 2.235
C 7.856 4.852 3.006
H 7.620 5.503 -1.656
H 5.846 5.536 -1.809
H 6.761 4.018 -2.107
H 5.768 3.878 -0.022
H 6.400 5.473 0.552
H 8.733 4.813 0.398
H 8.291 3.255 -0.119
H 6.723 2.103 1.298
H 5.891 3.099 2.462
H 6.089 1.066 3.652
H 6.916 2.453 4.316
H 8.374 0.208 2.764
H 8.438 0.426 4.429
H 10.313 1.434 3.424
H 9.640 2.550 4.396
H 9.665 2.304 1.410
H 10.086 3.806 2.324
H 8.456 5.682 2.633
H 8.137 4.398 3.956
H 6.796 5.098 3.048
C -7.404 8.192 11.046
C -6.614 8.569 9.781
C -5.103 8.314 9.809
N -4.403 8.869 8.526
C -4.856 8.144 7.247
C -3.970 8.517 6.064
C -2.448 8.237 6.302
C -1.907 8.985 7.543
C -2.908 8.661 8.756
C -4.693 10.302 8.256
H -7.274 7.115 11.155
H -8.470 8.420 11.050
H -6.857 8.621 11.885
H -6.724 9.638 9.602
H -7.070 8.018 8.958
H -4.762 7.279 9.826
H -4.571 8.794 10.630
H -4.943 7.069 7.400
H -5.823 8.547 6.945
H -4.395 7.936 5.246
H -4.142 9.555 5.780
H -2.395 7.149 6.308
H -1.807 8.455 5.448
H -0.837 8.820 7.666
H -1.950 10.063 7.385
H -2.771 7.594 8.927
H -2.613 9.259 9.618
H -5.677 10.494 7.827
H -4.005 10.995 7.772
H -4.704 10.743 9.253
C -1.792 -1.315 -7.776
C -1.263 0.045 -8.273
C -1.018 1.009 -7.076
N -0.048 2.166 -7.377
C 0.038 3.305 -6.288
C -1.347 4.017 -6.058
C -1.941 4.569 -7.370
C -1.910 3.523 -8.462
C -0.548 2.849 -8.719
C 1.433 1.703 -7.431
H -1.090 -1.821 -7.114
H -1.979 -2.033 -8.574
H -2.772 -1.234 -7.306
H -2.017 0.589 -8.843
H -0.405 0.041 -8.946
H -0.652 0.597 -6.135
H -1.969 1.402 -6.718
H 0.410 2.840 -5.374
H 0.683 4.103 -6.654
H -2.087 3.389 -5.562
H -1.170 4.822 -5.345
H -3.002 4.736 -7.185
H -1.491 5.487 -7.749
H -2.657 2.779 -8.188
H -2.107 4.114 -9.357
H -0.546 2.083 -9.494
H 0.352 3.433 -8.912
H 1.753 1.444 -6.422
H 2.008 2.488 -7.923
H 1.464 0.739 -7.938
C 4.523 -8.687 1.843
C 3.702 -8.609 0.457
C 3.370 -10.043 -0.064
N 2.703 -10.028 -1.468
C 2.005 -11.396 -1.708
C 1.097 -11.333 -3.062
C 0.052 -10.232 -3.046
C 0.667 -8.881 -2.646
C 1.525 -8.956 -1.381
C 3.762 -9.723 -2.597
H 4.046 -9.284 2.620
H 4.682 -7.686 2.245
H 5.480 -9.159 1.618
H 4.259 -7.992 -0.248
H 2.827 -7.980 0.621
H 2.680 -10.678 0.493
H 4.288 -10.596 -0.258
H 1.347 -11.522 -0.849
H 2.871 -12.058 -1.710
H 0.652 -12.285 -3.349
H 1.753 -11.216 -3.925
H -0.775 -10.436 -2.366
H -0.425 -10.175 -4.025
H -0.169 -8.258 -2.327
H 1.229 -8.468 -3.484
H 0.929 -9.036 -0.472
H 2.026 -7.989 -1.415
H 3.163 -9.587 -3.498
H 4.458 -10.557 -2.684
H 4.336 -8.825 -2.365
C -2.378 -5.009 3.722
C -3.315 -5.708 2.667
C -4.699 -4.986 2.599
N -5.842 -5.703 1.779
C -7.072 -4.723 1.625
C -6.835 -3.509 0.705
C -6.275 -3.976 -0.639
C -5.114 -4.931 -0.657
C -5.493 -6.137 0.330
C -6.356 -7.025 2.412
H -2.203 -3.991 3.374
H -1.429 -5.541 3.784
H -2.778 -4.996 4.736
H -3.562 -6.731 2.951
H -2.826 -5.682 1.693
H -4.601 -3.984 2.183
H -5.122 -4.869 3.597
H -7.327 -4.322 2.606
H -7.849 -5.425 1.322
H -6.206 -2.722 1.121
H -7.838 -3.150 0.475
H -5.932 -3.063 -1.127
H -7.123 -4.350 -1.212
H -4.219 -4.367 -0.395
H -4.797 -5.387 -1.594
H -4.775 -6.958 0.325
H -6.357 -6.647 -0.096
H -5.504 -7.702 2.470
H -7.166 -7.480 1.841
H -6.610 -6.705 3.422
*
```

=====

This record from OMol25 describes a 2-piece molecular cluster, C4H5ClOSi overall in a non-equilibrium geometry. The level of theory is ωB97M-V with the def2-TZVPD basis set.

Properties
* HOMO level (spin up / spin down): -8.554 / -9.124 eV
* orbital gap (spin up / spin down): 7.403 / 7.828 eV
* DFT total energy: -26670.5133 eV
* ΔE to the lowest compared entry with this formula, charge and spin: 447.7 kJ/mol

Structure (ORCA input):
```
! wB97M-V def2-TZVPD RIJCOSX def2/J DEFGRID3
* xyz 0 1
C 1.234 0.109 -1.435
C 2.359 -0.102 -1.833
C -0.857 0.528 0.955
C -0.486 -0.692 1.641
O -1.361 1.436 1.618
Si -0.425 0.679 -0.917
Cl 3.768 -0.270 -2.610
H -0.661 -0.716 2.646
H 0.618 -0.832 1.525
H -0.975 -1.625 1.270
H -0.495 1.877 -1.656
H -2.716 -0.394 -1.204
*
```

=====

This record from OMol25 describes a 2-piece molecular cluster, C4H13N2O overall in a non-equilibrium geometry. The level of theory is ωB97M-V with the def2-TZVPD basis set.

Properties
* expectation value of S²: 2.0069
* HOMO level (spin up / spin down): -9.138 / -14.810 eV
* orbital gap (spin up / spin down): 5.717 / 5.717 eV
* DFT total energy: -9373.7746 eV
* ΔE to the lowest compared entry with this formula, charge and spin: 156.3 kJ/mol

Structure (ORCA input):
```
! wB97M-V def2-TZVPD RIJCOSX def2/J DEFGRID3
* xyz 1 3
C -2.364 -0.482 0.036
C 2.285 0.353 0.644
C -1.029 0.008 0.524
C 0.063 -0.627 -0.320
N 0.421 -0.164 -1.435
N -0.995 1.408 0.116
O 0.436 -1.823 0.035
H -2.534 -1.352 0.729
H -2.332 -0.869 -0.989
H -3.132 0.166 0.131
H 2.460 0.460 -0.423
H 1.594 1.157 0.830
H 2.043 -0.652 0.983
H -0.871 -0.093 1.613
H 0.299 0.782 -1.749
H 0.981 -0.759 -2.051
H -0.096 1.863 0.272
H 3.244 0.722 0.961
H -1.732 1.950 0.592
H 1.258 -2.048 -0.498
*
```

=====

This record from OMol25 describes C24H26N2O10S2Sn as an isolated structure in a non-equilibrium geometry. The level of theory is ωB97M-V with the def2-TZVPD basis set.

Properties
* HOMO level: -2.802 eV
* orbital gap: 6.407 eV
* DFT total energy: -76271.1014 eV
* ΔE to the lowest compared entry with this formula, charge and spin: 58.0 kJ/mol

Structure (ORCA input):
```
! wB97M-V def2-TZVPD RIJCOSX def2/J DEFGRID3
* xyz -2 1
Sn -1.961 0.491 -1.168
O -4.307 3.928 -0.204
C -3.409 3.142 -0.468
O -3.415 1.887 -0.161
C -2.147 3.644 -1.247
O -1.904 4.843 -1.311
O -1.448 2.712 -1.792
C -3.357 -0.312 2.333
C -3.648 -1.384 1.347
N -3.366 -1.325 0.065
C -3.804 -2.514 -0.496
C -4.345 -3.299 0.492
N -4.231 -2.568 1.639
C -4.977 -4.668 0.555
O -5.054 -5.295 -0.543
O -5.352 -5.035 1.676
C -3.695 -2.818 -1.944
O -4.151 -3.995 -2.312
O -3.221 -2.030 -2.736
H -3.409 0.645 1.814
H -2.342 -0.426 2.717
H -4.065 -0.340 3.161
H -4.559 -2.926 2.522
H -4.538 -4.551 -1.505
C 3.906 -2.627 5.464
C 4.583 -1.585 6.315
O 5.258 -1.848 7.279
S 4.439 0.140 5.854
C 3.200 0.213 4.571
C 3.553 0.087 3.231
C 2.579 0.163 2.253
C 1.233 0.373 2.590
C 0.902 0.517 3.945
C 1.875 0.446 4.924
C 0.239 0.447 1.577
C -0.603 0.512 0.698
H 3.417 -3.352 6.113
H 4.673 -3.144 4.885
H 3.184 -2.199 4.781
H 4.589 -0.083 2.968
H 2.837 0.067 1.206
H -0.128 0.700 4.223
H 1.615 0.563 5.969
C -0.457 1.082 -6.142
C 0.977 1.511 -5.820
C 1.570 0.677 -4.688
S 0.646 0.940 -3.101
O 1.146 -0.151 -2.226
C 1.517 2.488 -2.587
C 2.446 2.240 -1.409
C 3.758 1.575 -1.827
H -0.857 1.653 -6.982
H -1.099 1.241 -5.277
H -0.494 0.023 -6.402
H 0.976 2.569 -5.542
H 1.604 1.408 -6.712
H 2.626 0.888 -4.514
H 1.445 -0.388 -4.892
H 0.689 3.138 -2.306
H 2.044 2.903 -3.449
H 1.927 1.591 -0.702
H 2.640 3.192 -0.908
H 3.550 0.575 -2.206
H 4.442 1.491 -0.979
H 4.255 2.158 -2.608
*
```

=====

This record from OMol25 describes C42H58FN2O4P3PdSi as an isolated structure in a non-equilibrium geometry. The level of theory is ωB97M-V with the def2-TZVPD basis set.

Properties
* HOMO level (spin up / spin down): -12.311 / -12.310 eV
* orbital gap (spin up / spin down): 3.662 / 3.660 eV
* DFT total energy: -97595.8084 eV

Structure (ORCA input):
```
! wB97M-V def2-TZVPD RIJCOSX def2/J DEFGRID3
* xyz 2 1
Pd -0.060 -0.327 -0.138
C 3.366 -2.792 0.659
C 2.036 -3.505 0.900
C 2.187 -4.566 1.986
P 0.731 -2.214 1.281
C -0.848 -3.132 1.735
C -1.940 -2.554 0.834
C -1.259 -3.033 3.199
C 1.478 -1.348 2.709
C 1.650 -1.974 3.942
C 2.276 -1.311 4.984
C 2.728 -0.012 4.813
C 2.567 0.611 3.589
C 1.960 -0.043 2.521
Si 1.757 0.908 0.871
C 3.344 0.860 -0.188
C 4.518 1.439 0.270
C 5.637 1.506 -0.541
C 5.583 0.985 -1.821
C 4.427 0.375 -2.282
C 3.298 0.303 -1.471
P 1.751 -0.446 -2.119
C 1.199 0.696 -3.494
C 2.058 0.685 -4.753
C 1.099 2.090 -2.876
C 2.081 -2.194 -2.743
C 0.867 -2.674 -3.535
C 3.390 -2.436 -3.486
C 1.130 2.635 1.334
C 1.943 3.761 1.332
C 1.432 5.001 1.669
C 0.093 5.124 2.004
C -0.740 4.020 1.967
C -0.232 2.766 1.630
P -1.368 1.348 1.473
C -2.803 2.073 0.524
C -2.265 2.667 -0.773
C -3.858 0.996 0.289
C -2.034 0.997 3.208
C -3.084 1.986 3.706
C -0.870 0.928 4.189
H 4.088 -3.480 0.224
H 3.776 -2.429 1.600
H 3.252 -1.936 -0.009
H 1.692 -3.994 -0.021
H 2.682 -4.157 2.862
H 2.813 -5.369 1.601
H 1.234 -5.000 2.280
H -0.692 -4.181 1.455
H -2.065 -1.472 1.022
H -2.894 -3.039 1.033
H -1.709 -2.719 -0.225
H -1.191 -2.008 3.560
H -0.658 -3.674 3.837
H -2.292 -3.364 3.297
H 1.300 -2.979 4.100
H 2.409 -1.812 5.930
H 3.203 0.511 5.627
H 2.908 1.625 3.452
H 4.558 1.838 1.272
H 6.540 1.971 -0.179
H 6.440 1.051 -2.471
H 4.409 -0.026 -3.280
H 0.192 0.349 -3.750
H 3.057 1.068 -4.564
H 1.594 1.337 -5.491
H 2.125 -0.307 -5.191
H 2.088 2.497 -2.673
H 0.538 2.051 -1.934
H 0.585 2.768 -3.553
H 2.121 -2.777 -1.815
H 0.753 -2.134 -4.472
H -0.047 -2.566 -2.949
H 0.984 -3.729 -3.772
H 3.453 -1.878 -4.416
H 3.443 -3.495 -3.736
H 4.251 -2.206 -2.863
H 2.982 3.662 1.061
H 2.074 5.866 1.674
H -0.315 6.084 2.282
H -1.787 4.141 2.196
H -3.230 2.874 1.140
H -1.770 1.899 -1.371
H -1.547 3.458 -0.563
H -3.066 3.093 -1.372
H -3.479 0.231 -0.389
H -4.754 1.431 -0.147
H -4.147 0.507 1.219
H -2.499 0.006 3.138
H -2.675 2.987 3.813
H -3.399 1.658 4.696
H -3.968 2.017 3.075
H -0.399 1.903 4.305
H -0.114 0.221 3.860
H -1.232 0.611 5.164
F -7.147 -1.331 -1.530
C -6.318 -0.460 -2.089
C -5.174 -0.887 -2.672
N -4.288 -0.013 -3.220
C -3.035 -0.468 -3.708
C -2.194 -1.082 -2.470
O -2.480 -2.219 -2.170
O -1.377 -0.285 -1.981
C -4.545 1.376 -3.252
O -3.754 2.149 -3.724
N -5.734 1.747 -2.691
C -6.677 0.961 -2.017
O -7.609 1.449 -1.445
H -4.907 -1.936 -2.688
H -2.503 0.374 -4.153
H -3.148 -1.296 -4.409
H -5.949 2.741 -2.745
*
```

=====

This record from OMol25 describes C12H38B2KO6 as an isolated structure in a non-equilibrium geometry. The level of theory is ωB97M-V with the def2-TZVPD basis set.

Properties
* HOMO level: -4.831 eV
* orbital gap: 6.856 eV
* DFT total energy: -43016.2451 eV
* ΔE to the lowest compared entry with this formula, charge and spin: 322.0 kJ/mol

Structure (ORCA input):
```
! wB97M-V def2-TZVPD RIJCOSX def2/J DEFGRID3
* xyz -1 1
K 17.521 18.049 14.967
B 15.406 18.169 12.953
H 15.979 18.842 12.334
H 14.489 18.032 12.402
H 15.924 17.224 12.998
H 15.223 18.544 13.948
B 15.696 16.086 15.941
H 15.113 15.218 16.208
H 16.416 16.318 16.711
H 16.178 15.858 15.004
H 15.042 16.938 15.835
C 20.560 21.517 15.782
O 20.329 20.291 15.052
C 21.157 19.216 15.527
C 20.851 18.697 16.969
O 19.614 17.931 16.988
C 19.351 17.335 18.289
H 21.541 21.726 16.207
H 19.996 21.503 16.715
H 20.267 22.430 15.264
H 22.193 19.551 15.571
H 21.076 18.420 14.786
H 20.764 19.457 17.744
H 21.692 18.069 17.263
H 19.991 16.484 18.520
H 18.332 16.958 18.375
H 19.655 18.042 19.061
C 16.544 19.484 18.012
O 16.503 20.426 16.968
C 15.151 20.651 16.480
C 15.088 21.742 15.324
O 15.656 23.057 15.611
C 17.024 23.040 15.408
H 16.594 18.451 17.668
H 15.713 19.686 18.687
H 17.434 19.623 18.626
H 14.672 21.072 17.365
H 14.819 19.698 16.069
H 14.023 21.859 15.121
H 15.495 21.361 14.387
H 17.429 23.911 15.923
H 17.314 23.091 14.358
H 17.479 22.134 15.807
C 19.174 18.564 11.697
O 19.099 17.485 12.608
C 19.593 16.175 12.216
C 19.131 15.102 13.220
O 19.586 15.450 14.506
C 19.323 14.535 15.543
H 18.575 18.402 10.801
H 20.235 18.671 11.473
H 18.812 19.424 12.262
H 20.677 16.157 12.099
H 19.170 15.870 11.259
H 19.517 14.113 12.972
H 18.047 15.028 13.132
H 19.979 13.667 15.470
H 18.373 14.000 15.565
H 19.477 14.999 16.517
*
```

=====

DFT total energy of number 4 (C24H26N2O10S2Sn)? -76271.1014 eV